1.
Computed, not measured: a cluster of 8 separate species, C40H60BrF13O24 in total in a non-equilibrium geometry, with ωB97M-V with the def2-TZVPD basis set.

ORCA input file:
```
! RIJCOSX wB97M-V def2-TZVPD def2/J DEFGRID3
* xyz 0 1
O -0.307 -4.330 0.473
C 0.781 -4.850 -0.113
O 0.969 -6.246 -0.608
C 2.308 -6.260 -1.277
O 2.804 -7.387 -1.848
C 3.040 -4.780 -1.168
C 4.499 -4.317 -1.759
C 5.676 -5.485 -1.634
C 7.129 -4.801 -1.904
F 6.931 -3.763 -2.982
F 8.048 -5.815 -2.498
C 7.851 -4.059 -0.661
F 7.747 -2.570 -0.863
F 9.325 -4.356 -0.667
C 7.300 -4.372 0.839
F 8.112 -3.481 1.755
F 5.881 -3.911 1.086
C 7.582 -5.899 1.394
F 8.930 -5.838 2.075
F 7.711 -6.933 0.347
C 6.459 -6.440 2.470
F 6.326 -5.430 3.581
F 5.095 -6.637 1.852
C 6.829 -7.865 3.193
F 8.052 -7.850 4.027
F 6.789 -9.012 2.210
F 5.690 -8.151 4.143
C 2.106 -3.879 -0.409
Br 2.363 -1.936 0.134
H 4.880 -3.294 -1.323
H 4.346 -4.135 -2.925
H 5.526 -5.983 -0.587
H 5.495 -6.309 -2.473
C -2.193 3.498 2.514
C -0.806 3.242 1.950
O -0.330 1.943 2.324
C -0.857 0.902 1.634
O -1.682 0.979 0.734
O -0.336 -0.244 2.136
C -0.893 -1.428 1.568
H -2.204 3.340 3.597
H -2.516 4.521 2.300
H -2.930 2.810 2.086
H -0.106 3.970 2.372
H -0.782 3.365 0.861
H -0.828 -1.415 0.475
H -1.933 -1.541 1.892
H -0.321 -2.284 1.936
C -1.515 1.359 -3.436
C -1.490 2.291 -2.237
O -0.578 3.376 -2.448
C -1.017 4.362 -3.269
O -2.105 4.404 -3.826
O -0.027 5.280 -3.393
C -0.320 6.322 -4.321
H -0.504 1.019 -3.681
H -2.145 0.487 -3.236
H -1.904 1.864 -4.326
H -1.131 1.742 -1.361
H -2.491 2.667 -1.995
H -1.274 6.806 -4.090
H -0.326 5.921 -5.339
H 0.472 7.073 -4.250
C 0.418 2.813 -6.750
C -0.793 3.408 -7.447
O -0.784 3.099 -8.847
C -1.154 1.836 -9.173
O -1.494 0.960 -8.389
O -1.051 1.700 -10.518
C -1.309 0.378 -10.985
H 1.342 3.128 -7.246
H 0.453 3.123 -5.702
H 0.399 1.719 -6.782
H -0.758 4.499 -7.364
H -1.730 3.078 -6.984
H -2.276 0.010 -10.628
H -0.501 -0.290 -10.671
H -1.333 0.402 -12.078
C -1.442 5.003 10.015
C -0.572 6.045 9.334
O 0.369 5.429 8.447
C -0.132 5.001 7.262
O -1.294 5.102 6.894
O 0.872 4.412 6.567
C 0.452 3.818 5.340
H -0.824 4.250 10.513
H -2.099 5.470 10.755
H -2.067 4.471 9.291
H 0.010 6.580 10.092
H -1.174 6.792 8.803
H -0.088 4.535 4.714
H -0.168 2.940 5.547
H 1.344 3.492 4.798
C 1.937 -9.475 0.914
C 0.507 -9.349 1.411
O 0.182 -10.412 2.315
C 0.681 -10.291 3.570
O 1.366 -9.366 3.986
O 0.318 -11.389 4.277
C 0.874 -11.440 5.589
H 2.109 -10.465 0.481
H 2.153 -8.713 0.159
H 2.655 -9.358 1.732
H -0.178 -9.434 0.562
H 0.324 -8.373 1.877
H 0.657 -10.525 6.150
H 1.953 -11.610 5.528
H 0.420 -12.283 6.118
C -5.333 12.143 -5.573
C -4.126 11.767 -6.415
O -3.447 10.632 -5.862
C -4.036 9.430 -6.080
O -5.073 9.239 -6.702
O -3.295 8.479 -5.462
C -3.867 7.174 -5.522
H -5.043 12.292 -4.528
H -5.796 13.060 -5.948
H -6.088 11.350 -5.583
H -3.411 12.596 -6.411
H -4.402 11.583 -7.460
H -4.093 6.884 -6.553
H -4.769 7.135 -4.903
H -3.139 6.465 -5.118
C -3.301 0.918 5.549
C -3.511 -0.203 4.546
O -4.656 -0.993 4.889
C -5.860 -0.441 4.597
O -6.044 0.648 4.072
O -6.828 -1.291 5.020
C -8.150 -0.778 4.871
H -3.251 0.521 6.567
H -2.378 1.463 5.332
H -4.132 1.631 5.528
H -2.645 -0.874 4.570
H -3.595 0.178 3.522
H -8.338 -0.452 3.843
H -8.310 0.045 5.574
H -8.854 -1.580 5.112
*
```

Output
E_tot (eV): -196952.234
Orbital gap (eV): 8.40
Structure (SMILES): O=C1OC(=O)C(CCC(F)(F)C(F)(F)C(F)(F)C(F)(F)C(F)(F)C(F)(F)F)=C1Br.CCOC(=O)OC.CCOC(=O)OC.CCOC(=O)OC.CCOC(=O)OC.CCOC(=O)OC.CCOC(=O)OC.CCOC(=O)OC
E_HOMO (eV): -10.851

Here are the Löwdin charges for atoms 1 to 99, given in e: number 1, O, carries 0.0135; number 2, C, carries -0.2008; number 3, O, carries 0.0343; number 4, C, carries -0.1543; number 5, O, carries 0.0105; number 6, C, carries -0.0633; number 7, C, carries -0.1164; number 8, C, carries -0.0636; number 9, C, carries -0.1906; number 10, F, carries -0.0102; number 11, F, carries 0.0081; number 12, C, carries -0.0973; number 13, F, carries 0.0267; number 14, F, carries 0.0386; number 15, C, carries -0.0719; number 16, F, carries 0.0273; number 17, F, carries 0.0221; number 18, C, carries -0.0913; number 19, F, carries 0.0388; number 20, F, carries 0.0517; number 21, C, carries -0.0737; number 22, F, carries 0.0421; number 23, F, carries 0.0271; number 24, C, carries -0.1265; number 25, F, carries 0.0632; number 26, F, carries 0.0350; number 27, F, carries 0.0290; number 28, C, carries -0.3813; number 29, Br, carries 0.7282; number 30, H, carries 0.1172; number 31, H, carries 0.1479; number 32, H, carries 0.1141; number 33, H, carries 0.1614; number 34, C, carries -0.0539; number 35, C, carries -0.2083; number 36, O, carries 0.0200; number 37, C, carries -0.5422; number 38, O, carries 0.0940; number 39, O, carries -0.0244; number 40, C, carries -0.0894; number 41, H, carries 0.0668; number 42, H, carries 0.0866; number 43, H, carries 0.0786; number 44, H, carries 0.1125; number 45, H, carries 0.1203; number 46, H, carries 0.0836; number 47, H, carries 0.0982; number 48, H, carries 0.0715; number 49, C, carries -0.0591; number 50, C, carries -0.2150; number 51, O, carries 0.0215; number 52, C, carries -0.5517; number 53, O, carries 0.0987; number 54, O, carries -0.0061; number 55, C, carries -0.0397; number 56, H, carries 0.0809; number 57, H, carries 0.0836; number 58, H, carries 0.0685; number 59, H, carries 0.0970; number 60, H, carries 0.1317; number 61, H, carries 0.0828; number 62, H, carries 0.0879; number 63, H, carries 0.1012; number 64, C, carries -0.0580; number 65, C, carries -0.2144; number 66, O, carries 0.0258; number 67, C, carries -0.5470; number 68, O, carries 0.1034; number 69, O, carries -0.0069; number 70, C, carries -0.0527; number 71, H, carries 0.0847; number 72, H, carries 0.0690; number 73, H, carries 0.0774; number 74, H, carries 0.1146; number 75, H, carries 0.1242; number 76, H, carries 0.0969; number 77, H, carries 0.0990; number 78, H, carries 0.0942; number 79, C, carries -0.0702; number 80, C, carries -0.2185; number 81, O, carries 0.0232; number 82, C, carries -0.5458; number 83, O, carries 0.1035; number 84, O, carries -0.0012; number 85, C, carries -0.0530; number 86, H, carries 0.0820; number 87, H, carries 0.0800; number 88, H, carries 0.0741; number 89, H, carries 0.1229; number 90, H, carries 0.1247; number 91, H, carries 0.0871; number 92, H, carries 0.0932; number 93, H, carries 0.1003; number 94, C, carries -0.0557; number 95, C, carries -0.2131; number 96, O, carries 0.0247; number 97, C, carries -0.5477; number 98, O, carries 0.1024; number 99, O, carries -0.0072

***

2.
Computed, not measured: a cluster of 5 separate species, CH11O5 in total in a non-equilibrium geometry, with ωB97M-V with the def2-TZVPD basis set.

ORCA input file:
```
! RIJCOSX wB97M-V def2-TZVPD def2/J DEFGRID3
* xyz 0 2
C -0.264 -1.922 0.289
O -0.547 -0.565 0.330
H -0.843 -2.372 -0.526
H 0.800 -2.067 0.111
H -0.594 -2.331 1.249
H -3.390 0.411 -0.209
H -1.990 0.252 -0.728
O -2.840 0.595 -0.978
H -0.928 0.139 2.285
H -0.645 1.669 2.526
O -0.976 0.858 2.916
H 3.580 -0.085 -1.886
H 2.737 1.055 -1.423
O 3.493 0.866 -2.010
H 0.536 0.632 -0.161
H 0.700 1.553 -1.299
O 1.171 1.313 -0.486
*
```

Output
⟨S²⟩: 0.754
E_tot (eV): -11450.333
Orbital gap (alpha / beta) (eV): 11.04 / 7.16
Relative energy (zero: lowest compared OMol25 entry of this formula, charge and spin) (kJ/mol): 0.0
E_HOMO (alpha / beta) (eV): -10.843 / -10.843

Löwdin atomic charges, in units of e: number 1, C, carries -0.1030; number 2, O, carries -0.0851; number 3, H, carries 0.1243; number 4, H, carries 0.0935; number 5, H, carries 0.1077; number 6, H, carries 0.0434; number 7, H, carries -0.0299; number 8, O, carries -0.0409; number 9, H, carries -0.0123; number 10, H, carries 0.0396; number 11, O, carries -0.0435; number 12, H, carries 0.0216; number 13, H, carries -0.0200; number 14, O, carries -0.0820; number 15, H, carries -0.0055; number 16, H, carries 0.0630; number 17, O, carries -0.0708